16
Properties=species:S:1:pos:R:3 method="wB97M-V/def2-TZVPD" homo_lumo_gap_ha="0.268 / 0.304" de_lowest_kj_mol=651.4
C -1.3651 -1.0551 0.0480
C 1.6997 1.0021 0.4697
C 0.3785 0.6328 -0.2652
N -2.8375 1.2987 -0.1601
N -2.7418 -0.9854 0.4437
N -0.6621 0.0957 0.4622
N -3.4340 0.3089 0.1014
S -5.0674 0.1600 -0.0594
H -1.1162 -2.0229 0.5463
H -1.0722 -1.1621 -1.0964
H 2.0394 1.9955 0.3563
H 1.4795 0.9259 1.5597
H 2.4547 0.3450 0.2237
H -0.1998 1.4719 -0.6220
H 0.7689 -0.0417 -1.1803
H -3.4568 -1.5731 0.0649



117
Properties=species:S:1:pos:R:3 method="wB97M-V/def2-TZVPD" s_squared=8.76 homo_lumo_gap_ha="0.259 / 0.248" spin_multiplicity=6
Fe -1.7072 0.0563 0.8428
N -4.8995 3.1850 1.2629
C -3.8432 2.3230 1.3924
S -4.0524 0.7608 0.6402
N -2.8208 2.7709 2.0575
N -1.7478 1.8964 2.1111
C -0.8239 2.2746 2.9146
C 0.3715 1.5130 3.2427
C 1.1148 1.9381 4.3454
C 2.1886 1.2160 4.8324
C 2.5204 0.0175 4.2039
C 1.8169 -0.4193 3.0992
C 0.7527 0.3294 2.5543
O 0.1735 -0.0685 1.4568
H -5.7908 2.7831 1.0353
H -4.8820 3.9957 1.8601
H -0.9785 3.2130 3.4521
H 0.8131 2.8548 4.8402
H 2.7513 1.5701 5.6844
H 3.3444 -0.5780 4.5794
H 2.0775 -1.3467 2.6045
C -3.1244 0.1025 4.2056
N -1.8650 -0.6219 4.1422
C -1.1609 -0.8316 5.3970
C -1.1630 -2.3509 5.5810
N -1.4466 -2.8404 4.2419
C -1.8511 -4.2250 4.1232
C -1.8393 -1.8048 3.4105
N -2.0838 -1.8063 2.1536
C -1.9282 -2.9890 1.3208
C -0.9862 -2.6430 0.1683
N -1.5921 -1.6450 -0.7149
C -1.8334 -2.0032 -1.9215
N -1.5837 -3.2979 -2.4640
C -2.5616 -4.2975 -2.0321
C -1.5425 -3.1192 -3.9172
C -2.4079 -1.8891 -4.1798
N -2.2873 -1.1900 -2.9198
C -2.9804 0.0546 -2.7305
H -2.9385 1.1292 4.5176
H -3.8189 -0.3671 4.9175
H -3.5857 0.1241 3.2214
H -1.6718 -0.3198 6.2118
H -0.1432 -0.4384 5.3233
H -1.9437 -2.6879 6.2765
H -0.2025 -2.7233 5.9420
H -2.1759 -4.5710 5.1078
H -1.0400 -4.8777 3.7894
H -2.6958 -4.3318 3.4456
H -2.9096 -3.2686 0.9214
H -1.5089 -3.8546 1.8345
H -0.6598 -3.5367 -0.3694
H -0.1069 -2.1797 0.6147
H -2.5303 -4.4136 -0.9524
H -2.3017 -5.2549 -2.4823
H -3.5893 -4.0383 -2.3195
H -1.8915 -4.0152 -4.4261
H -0.5114 -2.9242 -4.2200
H -3.4560 -2.1271 -4.4037
H -2.0135 -1.2816 -4.9971
H -2.5881 0.8158 -3.4100
H -2.8772 0.3892 -1.7020
H -4.0518 -0.0673 -2.9245
N -0.7756 1.7039 -0.6793
C -1.1335 3.0742 -0.7366
C -0.3342 4.0217 -0.1029
C -0.7023 5.3569 -0.0991
C -1.8619 5.7685 -0.7384
C -2.6542 4.8244 -1.3740
C -2.3006 3.4856 -1.3715
H -0.8903 1.2278 -1.5644
H 0.1697 1.5553 -0.3392
H 0.5648 3.7048 0.4079
H -0.0747 6.0793 0.4079
H -2.1473 6.8116 -0.7368
H -3.5741 5.1255 -1.8583
H -2.9546 2.7571 -1.8254
C 2.8042 -2.2418 -0.2791
C 2.9286 -1.6766 -1.7045
C 1.9653 -2.4746 -2.5917
C 4.3590 -1.9207 -2.2045
Si 2.4169 0.1864 -1.7083
C 3.6834 1.3314 -0.7985
C 2.9434 2.5285 -0.1842
C 4.8013 1.8309 -1.7243
C 4.3450 0.6030 0.3761
C 1.9178 0.8451 -3.4687
C 1.6783 2.3604 -3.4261
C 2.9980 0.5537 -4.5208
C 0.6049 0.2110 -3.9545
H 2.7775 -3.3356 -0.3250
H 1.9004 -1.8965 0.2204
H 3.6493 -1.9635 0.3464
H 2.1679 -3.5442 -2.4742
H 2.0902 -2.2357 -3.6483
H 0.9221 -2.3080 -2.3186
H 4.5815 -2.9932 -2.1687
H 5.1004 -1.4160 -1.5852
H 4.5026 -1.5905 -3.2336
H 2.3770 3.1115 -0.9080
H 3.6680 3.2003 0.2889
H 2.2609 2.1908 0.5999
H 4.4337 2.4624 -2.5322
H 5.3575 1.0051 -2.1714
H 5.5116 2.4286 -1.1427
H 3.6130 0.1905 1.0665
H 4.9538 1.3207 0.9364
H 5.0082 -0.1971 0.0483
H 2.5607 2.9212 -3.1256
H 0.8628 2.6291 -2.7514
H 1.4012 2.7039 -4.4283
H 3.9625 0.9861 -4.2555
H 2.6983 0.9823 -5.4836
H 3.1396 -0.5162 -4.6719
H -0.1733 0.2145 -3.1912
H 0.7358 -0.8229 -4.2682
H 0.2303 0.7718 -4.8175



19
Properties=species:S:1:pos:R:3 method="wB97M-V/def2-TZVPD" homo_lumo_gap_ha=0.262 charge=-1 de_lowest_kj_mol=187.5
O -1.9186 -2.1675 -0.0755
C -1.9325 -0.9713 -0.0850
C -2.6418 0.2282 -0.2209
C -1.6021 1.1205 0.0978
O -1.4298 2.3381 0.2399
C -0.4914 0.1517 0.1014
C 0.3271 0.0147 -1.1037
C 1.7765 0.1289 -0.6287
C 1.6703 -0.5879 0.6905
C 0.4822 0.0326 1.2774
H -3.6365 0.4413 -0.4149
H 0.0454 0.8215 -1.8514
H 0.0142 -0.8290 -1.6681
H 1.9397 1.1665 -0.3491
H 2.5524 -0.2175 -1.2699
H 1.5506 -1.6581 0.4124
H 2.6038 -0.4769 1.3092
H -0.1376 -0.5019 1.9605
H 0.8280 0.9661 1.5778